The following is a quantum chemistry calculation of a structure of composition C2HCdO4 at a distorted geometry, from OMol25.

Results
Kohn-Sham gap (spin up / spin down): 7.86 / 9.28 eV
Spin multiplicity: 2

Each line ends with the natural charge from an NBO analysis.
Geometry (Å):
1 O -1.72033 1.10750 -0.29091  -0.7242
2 C -1.60402 -0.12700 -0.25649  0.6187
3 O -0.43860 -0.65605 -0.38313  -0.8824
4 C 0.79412 -0.29430 1.58805  1.0764
5 O 0.40629 -0.82168 2.55504  -0.4616
6 O 1.29136 0.61251 0.99222  -0.6455
7 Cd 0.59483 1.10568 -1.10508  0.8955
8 H -2.41396 -0.78635 0.10366  0.1231

---

The following is a quantum chemistry calculation of a cluster of 2 separate species, C2HCl2IO in total at a distorted geometry, from OMol25.

Results
Kohn-Sham gap (spin up / spin down): 7.84 / 6.70 eV

Each line ends with the natural charge from an NBO analysis.
Geometry (Å):
1 C -0.00266 -0.42180 0.09209  0.2961
2 C 1.09822 0.51985 -0.04832  -0.1220
3 O -1.02408 -0.21782 0.69509  -0.4855
4 Cl 0.92063 2.22860 0.16986  0.0870
5 Cl 2.67877 0.05987 -0.49302  0.1018
6 I -4.00686 -0.84512 -0.06338  -0.0124
7 H 0.33597 -1.32358 -0.35231  0.1349

---

The following is a quantum chemistry calculation of a cluster of 2 separate species, C2HCl2NS in total at a distorted geometry, from OMol25.

Results
Kohn-Sham gap: 8.47 eV
SMILES: N#CC(=S)Cl.Cl

Each line ends with the natural charge from an NBO analysis.
Geometry (Å):
1 C 0.60541 1.65743 0.33547  0.1875
2 C 0.22878 0.50401 1.10509  -0.2993
3 N 0.80452 2.50762 -0.35553  -0.2241
4 S 0.97447 -0.86887 0.89122  0.2718
5 Cl -1.09777 0.79189 2.24635  0.0594
6 Cl -0.65080 -2.33699 -1.47638  -0.2721
7 H -0.86461 -2.25508 -2.74621  0.2768

---

The following is a quantum chemistry calculation of the molecule C2HCl2NS at a distorted geometry, from OMol25.

Results
Kohn-Sham gap: 9.36 eV
SMILES: S=C=NC(Cl)Cl

Each line ends with the natural charge from an NBO analysis.
Geometry (Å):
1 C -1.75739 0.15696 0.17943  0.2806
2 C 1.11219 -0.26548 -0.13288  -0.1046
3 N -0.57317 -0.09596 0.04701  -0.5309
4 S -3.37549 0.42106 0.31354  -0.1106
5 Cl 1.82580 0.59852 1.21818  0.0593
6 Cl 1.38424 0.60450 -1.52924  0.1238
7 H 1.38381 -1.41960 -0.09602  0.2823

---

Results for relative energy (zero: lowest compared OMol25 entry of this formula, charge and spin): 38.0; 162.6; 48.0; 112.5 (in kJ/mol, following the order of the records).
Results for DFT total energy: -14843.6747; -37280.6827; -39458.9543; -39458.2863 (in eV, following the order of the records).